# 1
Computed, not measured: a 2-piece molecular cluster, C4H12 overall, with wB97M-V/def2-TZVPD.

Last column: natural (NBO) charge in e.
Cartesian coordinates (Å):
C1 -0.0255 -0.1364 -2.4323  -0.842
C2 -0.4512 -1.1402 -1.3642  -0.740
H1 -0.8733 0.4314 -2.8232  0.185
H2 0.6736 0.5894 -2.0062  0.193
H3 0.4627 -0.6198 -3.2823  0.180
H4 -0.7598 -0.6302 -0.4532  0.202
H5 -1.3295 -1.7077 -1.6980  0.180
H6 0.3291 -1.8756 -1.1590  0.188
C3 -0.0203 1.3114 1.6595  -0.949
C4 0.4862 -0.0420 2.1587  -0.722
H7 0.8235 1.9721 1.4358  0.183
H8 -0.5532 1.2559 0.7111  0.192
H9 -0.6540 1.7809 2.4118  0.182
H10 1.3600 -0.3538 1.5812  0.192
H11 -0.2365 -0.8548 2.0488  0.190
H12 0.7680 0.0194 3.2116  0.186

Summary:
**HOMO level (alpha / beta)**: 1.59 / -7.95 eV
**<S²>**: 0.750
**Charge**: -1
**Molar mass**: 60.14 g/mol
**DFT total energy**: -4340.9031 eV
**Gap between HOMO and LUMO (alpha / beta)**: 0.102 / 0.458 hartree
**Spin multiplicity**: 2

# 2
Computed, not measured: a 2-piece molecular cluster, C4H12 overall in a non-equilibrium geometry, with wB97M-V/def2-TZVPD.

Last column: natural (NBO) charge in e.
Cartesian coordinates (Å):
C1 -0.5528 1.1582 1.4503  -0.946
C2 0.1000 2.5465 1.8155  -0.729
H1 -1.1890 1.2625 0.5551  0.197
H2 0.2227 0.3761 1.3379  0.194
H3 -1.2815 0.8400 2.2438  0.181
H4 1.1198 2.6484 1.5174  0.197
H5 0.0358 2.7685 2.8835  0.186
H6 -0.4942 3.4161 1.3901  0.183
C3 -0.4917 -1.5517 -1.6986  -0.799
C4 0.9100 -2.1814 -1.5710  -0.808
H7 -1.2840 -2.2129 -2.0367  0.191
H8 -0.6305 -1.1053 -0.6238  0.209
H9 -0.2961 -0.7237 -2.5011  0.185
H10 1.3141 -2.5196 -0.6194  0.194
H11 1.6744 -1.5645 -2.0637  0.189
H12 0.8430 -3.1571 -2.0794  0.175

Summary:
**HOMO level (alpha / beta)**: 1.54 / -7.44 eV
**<S²>**: 0.750
**Charge**: -1
**Molar mass**: 60.14 g/mol
**DFT total energy**: -4340.1496 eV
**Gap between HOMO and LUMO (alpha / beta)**: 0.100 / 0.438 hartree
**Spin multiplicity**: 2

# 3
Computed, not measured: a 2-piece molecular cluster, C4H12 overall in a non-equilibrium geometry, with wB97M-V/def2-TZVPD.

Last column: natural (NBO) charge in e.
Cartesian coordinates (Å):
C1 -1.1873 -0.8608 0.0391  -1.030
C2 -1.8963 -2.2488 -0.0266  -0.775
H1 -1.3607 -0.2141 -0.8652  0.184
H2 -1.3268 -0.1883 0.8173  0.199
H3 -0.1206 -1.0795 -0.1998  0.187
H4 -2.4520 -2.3667 0.9522  0.191
H5 -1.1611 -3.0723 -0.2955  0.192
H6 -2.7173 -2.3556 -0.7232  0.191
C3 2.0118 1.1659 -0.3049  -0.780
C4 0.9868 1.9150 0.4489  -0.747
H7 3.0258 1.7122 -0.2626  0.175
H8 2.0685 0.0629 -0.1601  0.205
H9 1.9699 1.1681 -1.3267  0.202
H10 0.0212 2.0826 0.0515  0.207
H11 1.4687 2.9886 0.5200  0.187
H12 0.6695 1.2906 1.3355  0.212

Summary:
**HOMO level (alpha / beta)**: 1.47 / -7.26 eV
**<S²>**: 0.750
**Charge**: -1
**Molar mass**: 60.14 g/mol
**DFT total energy**: -4339.4655 eV
**Gap between HOMO and LUMO (alpha / beta)**: 0.103 / 0.428 hartree
**Spin multiplicity**: 2

# 4
Computed, not measured: a 2-piece molecular cluster, C4H12 overall in a non-equilibrium geometry, with wB97M-V/def2-TZVPD.

Last column: natural (NBO) charge in e.
Cartesian coordinates (Å):
C1 -1.6347 -1.7465 0.6921  -0.882
C2 -1.0011 -2.8646 1.5119  -0.735
H1 -1.6175 -0.8100 1.2120  0.191
H2 -1.0558 -1.5379 -0.2025  0.198
H3 -2.7076 -1.9254 0.5749  0.180
H4 -1.4128 -2.8965 2.5229  0.185
H5 0.0846 -2.7456 1.5863  0.192
H6 -1.1367 -3.8404 1.0344  0.182
C3 0.5741 2.1044 -1.2993  -0.870
C4 2.0111 2.4733 -0.9485  -0.757
H7 0.2362 2.6368 -2.1918  0.181
H8 0.5184 1.0468 -1.5856  0.189
H9 -0.0426 2.2572 -0.4148  0.195
H10 2.3827 1.9439 -0.0850  0.192
H11 2.0447 3.5264 -0.6657  0.177
H12 2.7571 2.3779 -1.7413  0.184

Summary:
**HOMO level (alpha / beta)**: 1.54 / -8.00 eV
**<S²>**: 0.750
**Charge**: -1
**Molar mass**: 60.14 g/mol
**DFT total energy**: -4340.8714 eV
**Gap between HOMO and LUMO (alpha / beta)**: 0.098 / 0.457 hartree
**Spin multiplicity**: 2

# 5
Computed, not measured: a 2-piece molecular cluster, C4H12 overall in a non-equilibrium geometry, with wB97M-V/def2-TZVPD.

Last column: natural (NBO) charge in e.
Cartesian coordinates (Å):
C1 2.1707 -0.7144 1.1592  -0.739
C2 1.0106 -0.5412 2.0658  -0.877
H1 2.8487 -1.4172 1.6672  0.179
H2 2.7861 0.1954 0.9569  0.187
H3 1.8458 -1.0578 0.2375  0.208
H4 1.0592 -0.5593 3.1803  0.193
H5 0.0756 -1.1351 1.7432  0.194
H6 0.7132 0.5246 1.8316  0.186
C3 -1.3614 1.2701 -1.9619  -0.764
C4 -1.6959 -0.0986 -1.2310  -0.898
H7 -0.3897 1.1830 -2.5433  0.187
H8 -1.3897 2.0251 -1.2132  0.194
H9 -2.1337 1.4754 -2.7028  0.178
H10 -1.5932 -0.7939 -2.0692  0.188
H11 -1.1944 -0.2178 -0.2668  0.207
H12 -2.7519 -0.1384 -0.8534  0.177

Summary:
**HOMO level (alpha / beta)**: 1.52 / -7.35 eV
**<S²>**: 0.750
**Charge**: -1
**Molar mass**: 60.14 g/mol
**DFT total energy**: -4340.0814 eV
**Gap between HOMO and LUMO (alpha / beta)**: 0.104 / 0.435 hartree
**Spin multiplicity**: 2

# 6
Computed, not measured: a 2-piece molecular cluster, C4H12 overall, with wB97M-V/def2-TZVPD.

Last column: natural (NBO) charge in e.
Cartesian coordinates (Å):
C1 1.1140 -0.9485 2.2269  -0.769
C2 1.2773 -2.0923 1.2287  -0.756
H1 2.0292 -0.5879 2.6962  0.183
H2 0.6963 -0.1094 1.6659  0.204
H3 0.4366 -1.2024 3.0491  0.184
H4 1.8647 -1.7591 0.3772  0.195
H5 0.2808 -2.3324 0.8401  0.196
H6 1.6899 -3.0342 1.6102  0.179
C3 -1.0053 1.0479 -1.1361  -1.037
C4 -1.3644 1.9943 -2.2999  -0.710
H7 -1.8189 0.8473 -0.4345  0.187
H8 -0.6682 0.0898 -1.5537  0.185
H9 -0.1679 1.3649 -0.5237  0.189
H10 -1.0336 3.0060 -2.1039  0.189
H11 -2.4432 2.0489 -2.4216  0.190
H12 -0.8874 1.6670 -3.2209  0.192

Summary:
**HOMO level (alpha / beta)**: 1.53 / -7.89 eV
**<S²>**: 0.750
**Charge**: -1
**Molar mass**: 60.14 g/mol
**DFT total energy**: -4340.8549 eV
**Gap between HOMO and LUMO (alpha / beta)**: 0.102 / 0.454 hartree
**Spin multiplicity**: 2

# 7
Computed, not measured: a 2-piece molecular cluster, C4H12 overall in a non-equilibrium geometry, with wB97M-V/def2-TZVPD.

Last column: natural (NBO) charge in e.
Cartesian coordinates (Å):
C1 0.6966 0.5364 2.1483  -0.756
C2 1.6335 1.1525 1.0334  -0.998
H1 1.2323 -0.3146 2.4306  0.194
H2 0.5924 1.2350 3.0421  0.182
H3 -0.2753 0.2517 1.8612  0.200
H4 2.5259 0.5806 0.9018  0.186
H5 1.9539 2.2259 1.0257  0.188
H6 1.0245 1.1979 0.0737  0.188
C3 -1.1955 -0.1636 -1.3897  -0.842
C4 -1.1312 -1.5756 -1.8005  -0.726
H7 -2.1409 0.2425 -0.9788  0.187
H8 -0.4317 0.1594 -0.7119  0.210
H9 -1.2439 0.5988 -2.1499  0.195
H10 -1.8474 -2.1186 -1.2163  0.195
H11 -1.2218 -1.7545 -2.8316  0.196
H12 -0.1887 -2.0025 -1.3947  0.202

Summary:
**HOMO level (alpha / beta)**: 1.59 / -7.31 eV
**<S²>**: 0.750
**Charge**: -1
**Molar mass**: 60.14 g/mol
**DFT total energy**: -4339.8940 eV
**Gap between HOMO and LUMO (alpha / beta)**: 0.102 / 0.431 hartree
**Spin multiplicity**: 2

# 8
Computed, not measured: a 2-piece molecular cluster, C4H12 overall in a non-equilibrium geometry, with wB97M-V/def2-TZVPD.

Last column: natural (NBO) charge in e.
Cartesian coordinates (Å):
C1 1.7433 -0.3272 0.0365  -0.614
C2 1.6441 -0.0642 1.5799  -0.614
H1 1.7061 -1.3839 -0.2338  0.205
H2 0.9407 0.2633 -0.3938  0.205
H3 2.6338 0.0570 -0.4602  0.203
H4 1.9377 -0.9066 2.2136  0.203
H5 2.3424 0.7512 1.7707  0.208
H6 0.6288 0.1501 1.8423  0.204
C3 -1.3865 -0.2938 -1.2915  -0.613
C4 -1.9976 0.6667 -0.2752  -0.615
H7 -2.1166 -0.9873 -1.7115  0.202
H8 -0.8170 0.1099 -2.1226  0.207
H9 -0.6802 -0.8741 -0.6848  0.205
H10 -2.4778 0.1934 0.5614  0.211
H11 -2.8503 1.1980 -0.7400  0.198
H12 -1.2508 1.4474 -0.0909  0.206

Summary:
**HOMO level**: -11.25 eV
**Charge**: 0
**Molar mass**: 60.14 g/mol
**DFT total energy**: -4342.0151 eV
**SMILES string**: CC.CC
**Gap between HOMO and LUMO**: 0.456 hartree

# 9
Computed, not measured: a 2-piece molecular cluster, C4H12 overall in a non-equilibrium geometry, with wB97M-V/def2-TZVPD.

Last column: natural (NBO) charge in e.
Cartesian coordinates (Å):
C1 2.6681 0.6952 -1.1671  -0.614
C2 1.5740 0.6899 -0.0704  -0.624
H1 3.4537 -0.0409 -0.9760  0.207
H2 2.1992 0.3333 -2.0803  0.202
H3 3.0315 1.7015 -1.3449  0.207
H4 0.6764 0.2797 -0.5602  0.200
H5 1.1806 1.7073 0.0651  0.208
H6 1.7950 0.1279 0.8308  0.213
C3 -2.1853 -1.0340 0.0242  -0.617
C4 -2.0352 -0.3188 1.3426  -0.615
H7 -1.6070 -1.9870 0.0461  0.200
H8 -3.1976 -1.3279 -0.2410  0.207
H9 -1.6317 -0.5706 -0.8021  0.207
H10 -2.8762 0.3823 1.4480  0.203
H11 -1.9054 -0.9477 2.2290  0.209
H12 -1.1402 0.3098 1.2564  0.207

Summary:
**HOMO level**: -11.47 eV
**Charge**: 0
**Molar mass**: 60.14 g/mol
**DFT total energy**: -4341.9810 eV
**SMILES string**: CC.CC
**Gap between HOMO and LUMO**: 0.462 hartree

# 10
Computed, not measured: a 2-piece molecular cluster, C4H12 overall in a non-equilibrium geometry, with wB97M-V/def2-TZVPD.

Last column: natural (NBO) charge in e.
Cartesian coordinates (Å):
C1 -0.4472 -1.8195 -0.6454  -0.613
C2 -1.3067 -1.1007 -1.6959  -0.625
H1 0.4215 -1.4360 -0.4169  0.200
H2 -0.8071 -1.9916 0.4333  0.200
H3 -0.1416 -2.7929 -0.9339  0.201
H4 -1.4769 0.0336 -1.2403  0.207
H5 -2.2061 -1.6322 -2.0026  0.214
H6 -0.8945 -1.1783 -2.7574  0.215
C3 0.6045 1.2156 1.8580  -0.608
C4 1.1804 1.7291 0.4782  -0.635
H7 1.2712 0.4431 2.3478  0.209
H8 0.4141 2.1654 2.4812  0.202
H9 -0.3458 0.8434 1.8194  0.197
H10 0.3835 1.4564 -0.1726  0.207
H11 2.1492 1.2105 0.2340  0.214
H12 1.0468 2.7318 0.2384  0.214

Summary:
**HOMO level**: -11.04 eV
**Charge**: 0
**Molar mass**: 60.14 g/mol
**DFT total energy**: -4340.4418 eV
**SMILES string**: CC.CC
**Gap between HOMO and LUMO**: 0.446 hartree

# 11
Computed, not measured: a 2-piece molecular cluster, C4H12 overall in a non-equilibrium geometry, with wB97M-V/def2-TZVPD.

Last column: natural (NBO) charge in e.
Cartesian coordinates (Å):
C1 1.8730 1.8140 -1.1725  -0.613
C2 0.8637 0.7406 -0.8396  -0.623
H1 2.0282 1.7579 -2.2627  0.208
H2 1.7103 2.7808 -0.7056  0.211
H3 2.6929 1.4541 -0.7969  0.200
H4 0.4918 0.0055 -1.6213  0.215
H5 0.0615 1.2454 -0.2564  0.206
H6 1.2936 -0.0796 -0.2654  0.198
C3 -1.9132 -0.8652 0.7551  -0.612
C4 -0.6839 -1.5399 1.2441  -0.594
H7 -2.6244 -0.8143 1.6876  0.190
H8 -1.7080 0.0860 0.4476  0.200
H9 -2.7467 -1.2894 0.0734  0.212
H10 0.1619 -0.9655 1.0080  0.211
H11 -0.6579 -2.5351 0.4968  0.186
H12 -0.8427 -1.7952 2.2078  0.207

Summary:
**HOMO level**: -10.61 eV
**Charge**: 0
**Molar mass**: 60.14 g/mol
**DFT total energy**: -4340.2230 eV
**SMILES string**: CC.CC
**Gap between HOMO and LUMO**: 0.432 hartree

# 12
Computed, not measured: a 2-piece molecular cluster, C4H12 overall in a non-equilibrium geometry, with wB97M-V/def2-TZVPD.

Last column: natural (NBO) charge in e.
Cartesian coordinates (Å):
C1 -1.2648 -1.9002 -1.0261  -0.608
C2 -1.3756 -0.7611 -2.0326  -0.609
H1 -0.2311 -2.0106 -0.7216  0.205
H2 -1.8620 -1.7639 -0.1375  0.202
H3 -1.6902 -2.8117 -1.4452  0.202
H4 -2.3746 -0.3684 -2.1562  0.205
H5 -0.6725 0.0459 -1.7991  0.201
H6 -0.9748 -1.0662 -3.0057  0.202
C3 1.6956 1.6318 0.9710  -0.608
C4 0.8746 1.0396 2.1255  -0.608
H7 2.7265 1.7760 1.2908  0.204
H8 1.7746 0.9906 0.0874  0.200
H9 1.2406 2.5382 0.5747  0.202
H10 0.5781 1.8595 2.7744  0.204
H11 0.0209 0.4307 1.8349  0.205
H12 1.5346 0.3698 2.6653  0.201

Summary:
**HOMO level**: -11.61 eV
**Charge**: 0
**Molar mass**: 60.14 g/mol
**DFT total energy**: -4342.2913 eV
**SMILES string**: CC.CC
**Gap between HOMO and LUMO**: 0.467 hartree